No. 1
This record from the Open Molecules 2025 dataset describes a structure of composition C11H27KN2O9 at a distorted geometry. The level of theory is ωB97M-V/def2-TZVPD.

Output
* orbital gap: 0.1559 Ha

Element x y z (Å)
O1 -4.3752 3.6729 4.9687
H1 -5.6940 3.4626 3.4417
O2 7.7867 -1.7292 -3.0926
H2 -5.4498 -0.9341 2.8625
H3 5.1985 -0.0813 2.6181
C1 -7.4804 0.9855 -0.4235
C2 9.0556 -1.9055 -3.6704
H4 -3.5255 2.2428 3.2681
H5 -5.5186 1.7079 1.7712
H6 -7.7688 2.0064 -0.6738
O3 -0.8045 -1.5226 -6.0492
C3 6.0953 -4.0961 -5.0912
H7 9.9130 -0.4591 -2.1319
H8 -7.7799 -0.8462 2.0293
H9 5.8497 -4.8846 -4.3798
H10 6.5640 -4.6016 -5.9354
C4 4.4912 0.2173 3.3918
C5 9.8843 -0.6281 -3.2084
K1 -0.4159 -0.5390 -0.9516
C6 -4.4057 1.6611 3.5417
C7 -6.9761 -0.3149 1.5197
H11 3.9010 1.7808 2.2937
C8 -4.8192 5.0060 5.2197
C9 6.7174 -2.4504 -3.4207
C10 -5.2115 2.8121 4.1713
H12 -8.1531 0.2028 -0.7743
H13 5.2299 -3.4830 -5.3427
H14 9.5391 -2.8061 -3.2918
C11 -5.9577 0.0097 2.6641
H15 3.8582 -0.5430 3.8492
H16 9.0459 -2.0162 -4.7547
H17 4.9529 0.9091 4.0963
O4 5.5975 -2.3815 -2.8929
H18 -5.8172 4.9539 5.6550
O5 7.0605 -3.2964 -4.4132
H19 -4.9569 5.6144 4.3257
O6 3.4979 0.9940 2.6678
H20 -6.4265 0.8655 -0.6743
H21 -4.1653 0.9072 4.2913
H22 10.9328 -0.6210 -3.5061
N1 -1.1182 -2.6931 -6.2130
O7 -1.3490 -3.4257 -5.2714
H23 -4.1154 5.5476 5.8517
H24 -6.4108 0.3085 3.6093
H25 9.3849 0.2711 -3.5691
O8 -0.9798 -3.1531 -7.3375
O9 -7.4782 0.9949 1.0231
N2 -4.9571 1.0199 2.2523
H26 -5.9235 2.3113 4.8273
H27 -6.5225 -1.0536 0.8588


No. 2
This record from the Open Molecules 2025 dataset describes a structure of composition C11H27O15S4V2 at a distorted geometry. The level of theory is ωB97M-V/def2-TZVPD.

Output
* charge: +1
* multiplicity: 3
* orbital gap (alpha / beta): 0.2113 / 0.2369 Ha

Element x y z (Å)
H1 -20.9457 -11.5411 18.9022
C1 -26.1143 -11.9258 23.2281
C2 -25.9852 -10.8725 19.3926
O1 -26.8036 -11.1794 23.9191
O2 -21.6723 -10.2824 26.0321
O3 -23.3087 -5.6032 23.4878
H2 -22.6099 -9.5555 21.0645
S1 -24.2397 -10.6666 18.6386
V1 -22.4528 -6.7037 25.0611
C3 -18.1471 -4.9872 25.0262
C4 -22.1164 -9.0562 22.6370
O4 -22.2119 -12.4720 24.3206
V2 -23.2219 -11.1743 24.6131
H3 -24.4091 -8.7000 17.3637
O5 -23.2546 -10.8004 19.8139
C5 -22.2067 -5.6155 21.0892
H4 -19.4944 -9.8273 21.0868
H5 -22.5827 -5.7641 20.0770
C6 -24.5120 -8.8242 18.4417
O6 -20.4475 -5.9549 24.8328
O7 -21.6768 -8.1866 26.4163
H6 -19.9963 -11.7579 17.5558
C7 -18.5881 -7.3368 23.4396
C8 -24.8732 -6.6246 21.5599
H7 -18.0332 -5.5589 25.9472
H8 -24.5279 -7.5726 21.9724
H9 -19.9737 -8.6094 19.9660
H10 -18.6502 -4.0999 25.4106
O8 -22.4192 -10.1535 22.9499
H11 -18.3892 -8.5211 20.5011
H12 -24.9667 -6.5396 20.4773
H13 -20.8943 -10.1339 17.8092
H14 -19.1244 -8.0381 22.8004
H15 -21.5710 -6.4746 21.3037
H16 -23.7046 -8.2534 18.9004
C9 -20.3186 -10.9606 18.2255
O9 -26.6838 -12.7415 22.4056
H17 -17.1925 -4.7155 24.5756
H18 -25.7753 -6.4386 22.1427
C10 -19.1398 -9.2618 20.2252
H19 -25.9934 -10.6988 20.4686
S2 -19.3742 -5.6785 23.7928
O10 -24.8596 -11.8504 23.2779
H20 -26.7409 -10.1185 19.1723
H21 -21.4671 -4.8466 21.3127
O11 -17.8607 -11.4673 19.3588
H22 -18.3949 -7.6883 24.4531
O12 -21.9924 -8.1672 23.4542
C11 -21.1557 -9.2955 26.5308
H23 -17.6303 -7.1839 22.9422
O13 -19.9483 -9.2920 27.1506
H24 -19.9506 -8.3448 27.3069
O14 -22.2630 -8.7158 21.3745
S3 -23.6439 -5.2645 22.0849
H25 -25.4354 -8.4636 18.8949
H26 -27.4756 -12.3206 22.7482
H27 -26.3702 -11.8766 19.2142
S4 -18.6511 -10.2947 18.8314
O15 -22.6329 -5.3353 25.7829


No. 3
This record from the Open Molecules 2025 dataset describes a structure of composition C11H28AsBrO9PS2 at a distorted geometry. The level of theory is ωB97M-V/def2-TZVPD.

Output
* energy above the lowest of the compared OMol25 structures with the same formula, charge and spin: 0.00 kJ/mol
* charge: -1
* orbital gap: 0.1886 Ha

Element x y z (Å)
C1 2.5089 2.0368 -2.5891
O1 -6.2451 -1.4933 -0.2311
H1 3.5269 2.0069 -2.9763
S1 -2.3920 -2.7638 4.0080
O2 -6.0668 0.8490 -0.9764
H2 4.5859 1.3801 0.2420
H3 -5.0912 -3.2210 -0.1784
H4 0.3735 -0.8342 3.5594
H5 -0.7512 -0.5624 6.0046
H6 5.8749 0.9898 -2.9376
H7 -1.2465 -0.1052 3.6606
H8 3.1769 3.8951 -1.7784
H9 4.9440 -0.2302 -3.8532
C2 0.0672 0.3740 -2.4390
Br1 0.2871 3.1682 0.4070
H10 6.3062 -0.7335 -2.9066
O3 -0.5203 -1.1692 -0.5605
C3 2.4974 3.0914 -1.4859
H11 2.3207 -0.3214 -3.5401
C4 -4.1097 -1.4893 0.6958
C5 1.1410 3.7727 -1.2477
H12 -0.0573 -0.8613 0.2324
O4 -1.2164 -2.1015 3.1531
H13 2.8633 2.7180 -0.5328
H14 0.4686 3.6573 -2.0875
O5 -2.1619 -4.1590 4.0858
O6 -3.6347 -2.2400 3.5598
H15 1.8426 0.5482 -0.4944
C6 -4.9736 -2.1551 -0.3500
C7 4.9765 0.3862 0.0288
H16 -0.2036 -0.1017 -3.3787
H17 -4.5891 -1.9864 -1.3580
H18 1.8919 2.3531 -3.4297
C8 -0.7679 -1.4107 5.3264
C9 -0.6533 -0.9967 3.8736
H19 -1.1480 0.7883 -0.6713
H20 4.7211 -0.2700 0.8508
H21 -3.0458 -1.5917 0.4808
O7 -6.8288 0.3152 1.3148
H22 -0.0790 1.4460 -2.5733
H23 -1.8565 -0.3245 -1.8093
S2 -6.0131 0.0369 0.1865
H24 0.0149 -2.1188 5.6042
H25 6.0633 0.4102 -0.0125
C10 -0.9125 -0.0351 -1.3437
H26 -4.3089 -1.8611 1.7028
O8 -2.0367 -2.0785 5.4125
O9 -4.4907 -0.0979 0.6436
H27 1.2987 4.8356 -1.1264
C11 5.4840 -0.0266 -2.9341
P1 4.3367 -0.4222 -1.5253
As1 2.0627 0.1011 -2.0087
H28 1.7658 -1.3983 -1.6971


No. 4
This record from the Open Molecules 2025 dataset describes a cluster of 2 separate species, C11H28ClN3O2P in total at a distorted geometry. The level of theory is ωB97M-V/def2-TZVPD.

Output
* charge: +1
* orbital gap: 0.3055 Ha

Element x y z (Å)
H1 1.8338 4.0212 1.3084
H2 -1.3546 -0.3391 -0.9960
C1 -2.7119 2.8480 -1.1011
H3 2.3611 -3.5040 1.5471
C2 2.9359 -4.2956 1.0640
H4 1.4077 1.6769 1.9851
O1 -4.2929 0.6769 2.1967
H5 0.2618 4.1243 0.5144
N1 -1.2429 2.5937 -1.0399
C3 1.8174 -0.2985 0.0241
H6 -0.6892 3.3991 -1.3095
C4 -4.4591 1.1809 -0.2104
H7 3.8335 -5.6742 -1.1704
Cl1 1.1992 0.4780 -2.9371
H8 -0.1476 1.6721 1.1986
H9 -5.4202 1.6269 -0.4535
H10 0.8339 -0.7479 -0.1084
H11 2.5618 -0.7546 -0.6155
C5 4.4681 -4.8459 -0.8544
H12 -4.1000 0.6665 -1.1016
H13 5.2315 -5.2371 -0.1774
H14 5.1596 -3.0053 0.8235
C6 3.6598 -3.7607 -0.1626
H15 -4.0474 3.1487 0.5261
H16 2.2575 -5.1084 0.8030
H17 -3.5322 0.2102 2.5452
N2 0.6534 1.6341 -1.7881
H18 4.9773 -4.4440 -1.7298
P1 1.7965 1.5023 -0.3062
H19 -4.0300 -0.7354 0.6942
H20 -5.6633 -0.1751 0.9648
N3 -1.4174 0.3732 -1.7025
H21 2.0900 -0.3926 1.0728
C7 -0.6895 1.5205 -1.5325
C8 0.8230 3.6218 1.2934
O2 4.5049 -2.6660 0.2039
H22 3.6565 -4.6718 1.7940
H23 -1.9009 0.1427 -2.5515
H24 0.3556 3.8838 2.2401
C9 -4.6265 0.1501 0.9187
H25 -2.7826 3.9313 -1.1117
C10 0.8555 2.1045 1.1473
H26 -3.1137 2.4853 -2.0424
C11 -3.4784 2.3184 0.1200
H27 2.9307 -3.3475 -0.8635
H28 -2.7658 2.0124 0.8803